Record 1
Here is a 8-piece molecular cluster, C13H29N11O8 overall in a non-equilibrium geometry from the Open Molecules 2025 dataset. Energies are from ωB97M-V/def2-TZVPD.

The calculation puts the largest force on an atom at 7.90 eV/Å. As for the HOMO energy: -1.6225 eV.

```
! wB97M-V def2-TZVPD RIJCOSX def2/J DEFGRID3
* xyz -2 1
N 0.554 4.166 -1.914
O 1.039 5.297 -2.125
O 0.296 3.760 -0.821
O 0.461 3.407 -2.877
C 0.664 0.583 0.421
O 0.143 1.084 1.626
H 0.628 -0.505 0.383
H 0.101 0.911 -0.453
H 1.665 0.959 0.209
C 2.261 -1.196 3.659
O 2.897 -2.007 4.327
N 0.902 -1.112 3.651
N 2.825 -0.258 2.945
H 0.508 -0.396 3.057
H 0.432 -1.682 4.339
H 3.830 -0.175 2.988
H 2.186 0.407 2.532
C -3.152 0.358 2.632
O -2.939 1.515 2.872
N -4.155 -0.386 2.973
N -2.303 -0.399 2.003
H -4.916 0.181 3.319
H -4.017 -1.381 2.860
H -1.539 0.043 1.511
H -2.591 -1.338 1.769
C -2.610 1.827 -1.291
O -2.288 2.566 -0.340
N -2.035 1.857 -2.488
N -3.508 0.943 -1.289
H -1.169 2.376 -2.458
H -2.313 1.176 -3.180
H -4.075 0.745 -0.477
H -3.715 0.533 -2.189
C 4.263 4.091 -0.618
O 5.278 3.991 -1.243
N 3.927 5.103 0.182
N 3.376 3.115 -0.597
H 3.136 5.056 0.809
H 4.560 5.880 0.302
H 2.526 3.138 -0.053
H 3.732 2.286 -1.051
N -1.190 -1.444 -2.758
C -0.245 -0.614 -3.243
C 0.162 -1.034 -4.518
C -0.548 -2.167 -4.841
C -1.345 -2.456 -3.701
H -1.631 -1.328 -1.856
H 0.109 0.182 -2.605
H 0.859 -0.573 -5.203
H -0.434 -2.778 -5.724
H -1.995 -3.297 -3.509
N 0.170 -2.960 1.516
C -0.019 -3.506 0.259
C -0.087 -4.878 0.322
C 0.263 -5.205 1.641
C 0.283 -4.008 2.422
H 0.216 -1.969 1.705
H -0.217 -2.934 -0.636
H -0.217 -5.473 -0.570
H 0.420 -6.229 1.946
H 0.584 -3.849 3.447
*
```

Atomic partial charges in e from the Löwdin method, atoms 1 to 5:
1. N -0.673
2. O -0.095
3. O -0.017
4. O -0.098
5. C -0.350

=====

Record 2
Here is C13H29N2O14V as an isolated structure in a non-equilibrium geometry from the Open Molecules 2025 dataset. Energies are from ωB97M-V/def2-TZVPD.

The calculation puts the largest force on an atom at 7.34 eV/Å. As for the HOMO energy: -2.0235 eV.

```
! wB97M-V def2-TZVPD RIJCOSX def2/J DEFGRID3
* xyz -2 1
O 0.907 0.119 0.583
V 0.043 1.326 0.095
O 0.987 2.577 -0.046
O -1.853 -2.234 1.329
C -2.466 -1.316 0.532
O -1.897 -0.228 0.265
O -3.630 -1.534 0.060
H -2.482 -2.957 1.274
O -1.584 4.917 -0.527
C -2.210 3.841 -0.862
O -3.199 3.906 -1.636
O -1.848 2.683 -0.391
H -1.883 5.566 -1.168
O 0.320 -0.861 -3.606
C -0.427 0.174 -3.215
O -1.255 0.644 -3.994
O -0.137 0.724 -2.159
H 0.932 -0.778 -2.871
C -0.994 -4.997 -1.144
O 0.391 -4.497 -0.719
C 0.602 -3.286 -1.387
C 2.023 -2.831 -1.194
N 2.101 -1.401 -1.534
C 3.415 -0.959 -1.896
C 3.242 0.456 -2.374
O 4.520 1.119 -2.530
C 4.312 2.386 -3.037
H -1.671 -4.547 -0.417
H -1.036 -6.075 -0.986
H -1.048 -4.876 -2.226
H -0.197 -2.654 -0.999
H 0.465 -3.261 -2.468
H 2.657 -3.441 -1.838
H 2.279 -2.880 -0.136
H 1.899 -0.984 -0.637
H 3.753 -1.614 -2.699
H 4.171 -0.957 -1.112
H 2.675 1.026 -1.638
H 2.798 0.415 -3.368
H 3.638 2.499 -3.886
H 5.205 2.889 -3.409
H 3.791 2.991 -2.295
C 0.554 1.258 3.993
C -0.759 1.148 3.272
C -1.958 1.414 4.205
O -3.328 1.513 3.682
C -4.060 0.288 3.463
N -0.869 1.899 2.107
H 0.733 2.163 4.573
H 1.362 1.180 3.266
H 0.759 0.357 4.570
H -0.884 0.144 2.866
H -1.736 2.340 4.735
H -1.837 0.626 4.949
H -3.398 -0.544 3.222
H -4.867 0.466 2.753
H -4.460 -0.009 4.432
H -0.778 2.823 2.506
H -1.780 1.842 1.674
*
```

Atomic partial charges in e from the Löwdin method, atoms 1 to 5:
1. O -0.362
2. V 0.936
3. O -0.343
4. O 0.044
5. C -0.801

=====

Record 3
Here is a 5-piece molecular cluster, C13H29N3O11S2 overall in a non-equilibrium geometry from the Open Molecules 2025 dataset. Energies are from ωB97M-V/def2-TZVPD.

The calculation puts the largest force on an atom at 2.29 eV/Å. As for the HOMO energy: -9.3223 eV. Its SMILES is O=S1(=O)OCCO1.O=S1(=O)OCCO1.CNC(C)=O.CNC(C)=O.CNC(C)=O.

```
! wB97M-V def2-TZVPD RIJCOSX def2/J DEFGRID3
* xyz 0 1
C 0.424 -1.301 2.312
C 0.902 -0.315 1.252
O 0.979 0.887 1.508
N 1.098 -0.823 0.033
C 1.307 -0.079 -1.219
H 1.132 -2.106 2.499
H -0.546 -1.658 1.952
H 0.196 -0.818 3.259
H 0.751 -1.756 -0.107
H 1.049 -0.707 -2.071
H 2.395 -0.019 -1.274
H 0.663 0.789 -1.183
C 3.814 -1.910 -3.457
C 3.734 -2.303 -2.004
O 4.385 -1.715 -1.152
N 3.018 -3.403 -1.716
C 3.081 -3.992 -0.395
H 3.386 -0.942 -3.718
H 3.394 -2.602 -4.193
H 4.881 -1.888 -3.687
H 2.391 -3.772 -2.406
H 4.035 -4.051 0.116
H 2.854 -5.059 -0.546
H 2.289 -3.646 0.270
C -4.012 -1.829 3.813
C -3.155 -0.612 4.184
O -2.769 -0.347 5.308
N -2.863 0.180 3.126
C -2.050 1.375 3.243
H -3.243 -2.502 3.421
H -4.663 -1.569 2.978
H -4.604 -2.280 4.598
H -3.159 -0.082 2.199
H -1.598 1.570 2.278
H -1.256 1.321 3.984
H -2.655 2.223 3.578
C -2.702 1.430 -0.739
C -2.743 0.867 -2.156
O -3.228 -0.484 -1.952
S -2.706 -1.094 -0.580
O -1.464 -1.795 -0.820
O -3.758 -1.777 0.104
O -2.363 0.345 0.099
H -3.705 1.835 -0.555
H -1.999 2.235 -0.532
H -1.769 0.712 -2.629
H -3.376 1.413 -2.848
C 2.261 4.373 -0.977
C 1.257 3.574 -0.141
O 0.090 3.707 -0.977
S 0.491 3.587 -2.527
O -0.100 4.644 -3.257
O 0.247 2.245 -3.015
O 2.079 3.744 -2.256
H 3.293 4.228 -0.670
H 1.986 5.424 -1.073
H 1.112 4.008 0.843
H 1.515 2.517 -0.126
*
```

Atomic partial charges in e from the Löwdin method, atoms 1 to 5:
1. C 0.015
2. C -0.539
3. O 0.018
4. N 0.018
5. C -0.037

=====

Record 4
Here is a 3-piece molecular cluster, C13H29N3O8 overall in a non-equilibrium geometry from the Open Molecules 2025 dataset. Energies are from ωB97M-V/def2-TZVPD.

The calculation puts the largest force on an atom at 1.01 eV/Å. As for the HOMO energy: -8.9799 eV. Its SMILES is NC[C@H]1[C@H](N)OC(=O)[C@@H]1ON=O.COCCOC.COCCOC.

```
! wB97M-V def2-TZVPD RIJCOSX def2/J DEFGRID3
* xyz 0 1
N -4.188 -2.447 5.319
C -2.947 -2.502 6.077
C -1.656 -2.243 5.281
C -1.441 -3.141 4.053
N -0.664 -4.309 4.274
O -0.721 -2.236 3.109
C -1.319 -1.035 3.242
O -1.646 -0.329 2.340
C -1.561 -0.816 4.740
O -0.372 -0.159 5.196
N -0.501 0.116 6.585
O 0.543 0.160 7.088
H -4.656 -1.555 5.369
H -4.114 -2.752 4.361
H -2.996 -1.740 6.858
H -2.870 -3.468 6.584
H -0.834 -2.471 5.966
H -2.359 -3.366 3.506
H 0.028 -4.121 4.992
H -0.135 -4.514 3.432
H -2.446 -0.196 4.889
C -1.749 1.050 -3.708
O -1.180 1.510 -2.498
C -1.700 0.865 -1.343
C -0.781 -0.221 -0.830
O -0.646 -1.286 -1.762
C 0.537 -1.221 -2.532
H -1.117 1.404 -4.522
H -1.795 -0.041 -3.743
H -2.757 1.456 -3.845
H -2.692 0.451 -1.551
H -1.808 1.626 -0.565
H -1.203 -0.631 0.088
H 0.202 0.201 -0.590
H 1.408 -1.521 -1.938
H 0.708 -0.217 -2.929
H 0.426 -1.915 -3.364
C 3.205 2.219 -6.147
O 3.850 1.582 -5.061
C 4.612 2.464 -4.254
C 3.872 2.873 -2.998
O 2.715 3.636 -3.282
C 1.516 2.879 -3.246
H 2.470 1.520 -6.544
H 2.695 3.133 -5.834
H 3.922 2.461 -6.939
H 4.899 3.354 -4.824
H 5.527 1.935 -3.968
H 4.535 3.495 -2.389
H 3.612 1.983 -2.414
H 1.215 2.657 -2.219
H 1.621 1.942 -3.799
H 0.735 3.479 -3.711
*
```

Atomic partial charges in e from the Löwdin method, atoms 1 to 5:
1. N 0.022
2. C -0.225
3. C -0.198
4. C -0.313
5. N 0.101

=====

Record 5
Here is a 2-piece molecular cluster, C13H29O3P overall in a non-equilibrium geometry from the Open Molecules 2025 dataset. Energies are from ωB97M-V/def2-TZVPD.

The calculation puts the largest force on an atom at 2.84 eV/Å. As for the HOMO energy: -7.0990 eV. Its SMILES is CC(C)=CCC[C@@H](C)CC[PH4].COC(=O)OC.

```
! wB97M-V def2-TZVPD RIJCOSX def2/J DEFGRID3
* xyz 0 1
C 5.889 1.541 -0.595
C 4.758 1.068 0.517
C 5.245 1.047 2.107
C 3.334 0.697 0.162
C 3.040 -0.731 -0.640
C 1.503 -0.876 -1.191
C 0.389 -1.271 -0.056
C 0.999 -1.655 1.416
C -0.807 -0.125 0.041
C -0.367 1.230 0.853
P -0.170 2.788 -0.248
H 5.428 2.448 -1.212
H 6.132 0.607 -1.259
H 6.854 1.891 -0.004
H 4.643 0.233 2.728
H 6.414 0.855 2.142
H 5.081 2.126 2.587
H 2.504 1.465 0.467
H 3.397 -1.680 -0.011
H 3.739 -0.687 -1.606
H 1.149 0.153 -1.668
H 1.448 -1.687 -2.065
H -0.161 -2.254 -0.454
H 1.386 -2.777 1.376
H 0.075 -1.637 2.172
H 1.783 -0.900 1.845
H -1.192 0.075 -1.054
H -1.694 -0.624 0.624
H -1.243 1.470 1.628
H 0.607 1.133 1.495
H 1.045 3.179 0.453
H -0.165 1.970 -1.465
H -1.450 3.244 0.282
H -0.069 3.989 -1.041
C -7.862 -0.396 -0.182
O -6.633 -0.950 0.284
C -5.795 -1.358 -0.702
O -6.011 -1.287 -1.902
O -4.676 -1.859 -0.122
C -3.697 -2.331 -1.046
H -8.454 -0.104 0.690
H -7.678 0.497 -0.788
H -8.430 -1.140 -0.750
H -3.346 -1.515 -1.686
H -4.098 -3.152 -1.648
H -2.845 -2.709 -0.472
*
```

Atomic partial charges in e from the Löwdin method, atoms 1 to 5:
1. C -0.103
2. C -0.261
3. C -0.108
4. C -0.094
5. C -0.200

=====

Question: Which value of largest force on an atom does entry 3 give?
Answer: 2.29 eV/Å

=====

Question: Which value of largest force on an atom does entry 1 give?
Answer: 7.90 eV/Å